Entry 1:
# C10H17N3

The molecule C10H17N3 at a distorted geometry (the ωB97M-V functional and the def2-TZVPD basis, the OMol25 dataset).

Values from the calculation:
Electronic energy   -15112.63389 eV
SMILES   CCC[C@@H](c1ccccc1)N(N)N
Charge   0
Orbital gap   9.855 eV

The geometry in XYZ format:
```
30
Properties=species:S:1:pos:R:3:forces:R:3:mulliken_charge:R:1
C 3.552833 0.035813 -0.277234 1.91 1.81 1.42 -0.495
C 2.939005 -0.444164 0.864644 -3.04 -0.54 -2.11 -0.868
C 2.884471 0.657356 -1.342443 -1.11 -0.84 1.23 -0.727
C 1.503170 -0.484525 0.855240 1.48 1.04 0.93 -0.188
C 1.499163 0.762841 -1.267912 -0.56 -0.21 -0.29 0.133
C 0.818498 0.231172 -0.126584 1.04 -1.06 -0.27 0.194
C -2.483124 -2.443689 0.599323 0.37 0.34 2.59 -1.146
C -1.252623 -2.009296 -0.110275 0.56 -1.20 -3.87 -0.246
C -1.334813 -0.663988 -0.855876 1.16 0.31 -1.42 -0.761
C -0.666171 0.370097 0.015020 1.20 3.05 -0.79 -0.309
N -2.284916 2.141864 -0.153574 1.35 0.90 0.12 -0.609
N -0.119228 2.643190 0.623834 -1.84 -0.69 1.58 -0.829
N -0.839825 1.882478 -0.318318 -2.86 -1.63 -0.55 0.030
H 4.616118 0.341236 -0.103662 -0.57 -1.01 -0.82 0.279
H 3.427692 -0.935645 1.651323 0.97 -0.21 0.95 0.448
H 3.478365 1.020140 -2.144669 0.12 0.46 -0.63 0.451
H 1.004598 -0.861667 1.787980 0.26 0.35 -1.18 0.272
H 0.886154 1.263572 -2.075281 0.84 -0.59 1.12 0.311
H -3.280918 -2.817209 -0.021944 -0.49 0.73 -0.32 0.312
H -2.303395 -3.308574 1.294034 0.16 0.82 -0.47 0.317
H -2.667285 -1.531355 1.261558 -0.95 -1.35 -0.67 0.264
H -0.370791 -2.045150 0.505271 0.20 -0.05 0.23 0.311
H -1.040330 -2.648394 -1.027447 -0.10 -0.21 1.54 0.265
H -0.743044 -0.739795 -1.891894 -1.06 0.28 2.33 0.281
H -2.320901 -0.370316 -1.169089 -0.67 -0.01 0.27 0.505
H -0.829014 0.336033 1.108419 -0.76 -0.57 -0.18 0.488
H -2.411730 1.799437 0.806328 -0.79 0.69 -0.02 0.247
H -2.384192 3.205155 -0.175056 0.22 -2.00 0.28 0.330
H 0.739869 2.562503 0.205680 3.15 0.64 -0.70 0.410
H -0.017650 2.050874 1.482608 -0.18 0.78 -0.28 0.330
```
Positions in Å, forces in eV/Å.

Entry 2:
# C10H17N9NiOS5

A structure of composition C10H17N9NiOS5 (the ωB97M-V functional and the def2-TZVPD basis, the OMol25 dataset).

Values from the calculation:
Electronic energy   -121326.33525 eV
Charge   0
Orbital gap (alpha / beta)   7.052 / 7.053 eV

The geometry in XYZ format:
```
43
Properties=species:S:1:pos:R:3:forces:R:3:mulliken_charge:R:1
Ni -2.072578 -0.543519 0.994270 -0.01 -0.02 -0.03 -0.280
O -0.603669 4.624965 5.021398 0.00 0.00 -0.01 -0.560
C -0.904012 3.688842 4.334879 0.00 0.00 0.01 0.583
S -0.211634 2.061971 4.522688 0.00 0.00 0.00 -0.172
C -1.093513 1.324390 3.202899 0.00 0.01 -0.01 0.143
C -1.947863 2.097306 2.521308 0.01 0.00 0.01 0.224
S -2.854350 1.491079 1.157697 -0.02 -0.01 -0.01 -0.453
S -2.094568 3.769676 3.017300 0.00 0.00 0.00 -0.175
S -0.813598 -0.343043 2.764629 0.01 -0.01 0.02 -0.430
C 1.459102 3.238878 1.049691 0.00 0.00 0.00 -0.851
C 1.920451 2.604043 -0.206608 0.00 0.00 0.00 0.641
N 2.957150 2.930290 -0.908953 0.00 -0.01 -0.01 -0.793
N 2.945192 2.042729 -1.951007 0.00 0.00 0.01 0.175
C 1.930550 1.170125 -1.918025 0.01 0.03 -0.01 0.329
S 1.622365 -0.055701 -3.031665 -0.01 -0.01 -0.01 -0.465
N 1.263122 1.538044 -0.788480 0.00 0.02 0.02 0.051
N 0.116961 0.911294 -0.322875 0.02 -0.04 -0.04 -0.375
H 2.131757 4.053086 1.304401 0.00 0.00 0.00 0.412
H 1.442228 2.515178 1.867314 0.00 0.00 0.00 0.170
H 0.445174 3.629770 0.942652 0.00 0.00 0.00 0.219
H 3.657618 2.073956 -2.658555 0.00 0.00 0.00 0.179
H 0.277045 0.518675 0.607044 0.00 0.01 0.01 0.180
H -0.653049 1.574910 -0.241760 0.00 0.00 0.02 0.298
C 0.951395 -3.719017 -1.885229 0.01 0.00 0.01 -1.126
N 0.458996 -3.259530 -0.592922 0.00 -0.02 -0.01 0.115
C 1.088407 -3.822337 0.587665 0.00 0.00 0.00 -1.292
C -0.581430 -2.410315 -0.455273 0.00 0.00 -0.01 0.905
N -1.240412 -2.237719 0.644429 0.01 0.04 0.01 -0.586
N -0.884375 -1.683509 -1.595730 0.01 -0.02 0.03 0.056
C -2.004138 -0.890810 -1.742103 0.04 -0.04 0.10 0.750
N -2.156983 -0.404684 -3.001403 -0.03 0.01 -0.04 -0.521
N -2.828457 -0.668400 -0.776717 -0.02 0.01 0.01 -0.477
H 1.186913 -4.780765 -1.813049 0.00 0.00 0.00 0.439
H 1.848719 -3.174108 -2.186059 -0.01 0.00 -0.01 0.286
H 0.187154 -3.594455 -2.646858 0.00 0.00 -0.01 0.406
H 2.118290 -4.074360 0.342639 0.00 0.00 0.00 0.413
H 0.583514 -4.729310 0.933707 0.00 0.00 0.00 0.316
H 1.104090 -3.088466 1.393456 0.00 0.00 0.00 0.472
H -1.000202 -2.884593 1.381674 -0.01 0.00 0.00 0.319
H -0.061645 -1.330234 -2.099911 -0.03 0.00 -0.02 -0.267
H -1.367888 -0.484667 -3.623433 0.02 0.02 -0.02 0.231
H -2.684075 0.447383 -3.090861 -0.01 0.01 -0.02 0.234
H -3.637768 -0.127069 -1.054274 0.00 0.00 -0.01 0.276
```
Positions in Å, forces in eV/Å.